#A
A gas-phase ion, C5H13N2O (charge +1), computed with ωB97M-V/def2-TZVPD.

net charge = +1
SMILES = C[C@H](C=O)NCC[NH3+]
HOMO-LUMO gap = 9.2 eV

Structure (XYZ):
```
21
C5H13N2O, DFT ωB97M-V/def2-TZVPD
C 1.15 2.41 -0.31
C 0.93 1.06 0.39
C 2.26 0.29 0.12
O 2.38 -0.51 -0.75
N -0.30 0.50 -0.25
C -0.39 -0.88 -0.73
C -0.84 -1.77 0.50
N -2.32 -1.75 0.55
H 0.20 2.94 -0.55
H 1.47 3.24 0.34
H 1.94 2.49 -1.07
H 0.75 1.32 1.45
H 3.05 0.81 0.71
H -0.55 1.12 -1.01
H -1.26 -0.75 -1.38
H 0.40 -1.42 -1.26
H -0.51 -2.78 0.26
H -0.36 -1.26 1.34
H -2.60 -2.47 -0.12
H -2.62 -0.78 0.31
H -2.79 -1.83 1.45
```

Here is what Mulliken gives for the atomic charges, in e: number 1, C, carries -1.49; number 2, C, carries 0.30; number 3, C, carries -0.15; number 4, O, carries -0.44; number 5, N, carries -0.33; number 6, C, carries -0.88; number 7, C, carries -0.52; number 8, N, carries -0.28; number 9, H, carries 0.38; number 10, H, carries 0.41; number 11, H, carries 0.34; number 12, H, carries 0.30; number 13, H, carries 0.42; number 14, H, carries 0.25; number 15, H, carries 0.54; number 16, H, carries 0.44; number 17, H, carries 0.32; number 18, H, carries 0.35; number 19, H, carries 0.35; number 20, H, carries 0.37; number 21, H, carries 0.33

=====

#B
A gas-phase ion, C5H13N2O (charge +1), computed with ωB97M-V/def2-TZVPD.

net charge = +1
SMILES = C/[NH+]=C(/C)N[C@@H](C)O
HOMO-LUMO gap = 11.4 eV

Structure (XYZ):
```
21
C5H13N2O, DFT ωB97M-V/def2-TZVPD
C -1.58 1.60 0.53
N -1.66 0.23 1.04
C -0.81 -0.73 0.63
C -0.97 -2.07 1.28
N 0.20 -0.60 -0.28
C 1.20 0.21 -1.44
C 2.07 1.13 -0.57
O 1.90 -0.76 -2.10
H -2.46 2.13 1.02
H -0.62 1.97 0.85
H -1.73 1.47 -0.55
H -2.22 -0.02 1.92
H -0.16 -2.66 0.87
H -2.02 -2.45 1.06
H -0.99 -1.85 2.34
H 0.72 -1.51 -0.38
H 0.60 0.84 -2.07
H 2.52 1.92 -1.26
H 2.98 0.61 -0.24
H 1.48 1.63 0.28
H 1.55 -1.08 -2.95
```

Here is what Mulliken gives for the atomic charges, in e: number 1, C, carries -0.72; number 2, N, carries -0.21; number 3, C, carries 0.97; number 4, C, carries -1.30; number 5, N, carries -0.36; number 6, C, carries 0.14; number 7, C, carries -0.90; number 8, O, carries -0.52; number 9, H, carries 0.32; number 10, H, carries 0.23; number 11, H, carries 0.27; number 12, H, carries 0.31; number 13, H, carries 0.37; number 14, H, carries 0.33; number 15, H, carries 0.36; number 16, H, carries 0.15; number 17, H, carries 0.35; number 18, H, carries 0.31; number 19, H, carries 0.33; number 20, H, carries 0.20; number 21, H, carries 0.37

=====

Energies relative to the minimum, kJ/mol: #A 85.7; #B 0.0

=====

#A
A molecular structure, C5H13N2O, computed with ωB97M-V/def2-TZVPD.

net charge = +1
HOMO-LUMO gap = 11.1 eV

Structure (XYZ):
```
21
C5H13N2O, DFT ωB97M-V/def2-TZVPD
C 1.05 -0.60 -0.30
C 0.26 0.39 0.40
C 2.51 -0.37 -0.73
C -2.35 0.88 -0.59
C -1.72 -0.07 0.30
N 0.64 1.61 0.77
N 0.73 -0.99 1.13
O -1.82 -1.45 0.20
H 0.64 -1.31 -0.94
H 3.04 -0.19 0.15
H 2.36 0.37 -1.53
H 3.00 -1.21 -1.12
H -3.32 1.06 -0.29
H -2.47 0.39 -1.67
H -1.88 1.76 -0.76
H -2.07 0.03 1.27
H 1.55 1.79 0.46
H -0.10 2.21 0.99
H -0.02 -1.62 1.20
H 1.53 -1.02 1.77
H -1.56 -1.65 -0.72
```

Here is what Mulliken gives for the atomic charges, in e: number 1, C, carries -0.31; number 2, C, carries 0.77; number 3, C, carries -1.54; number 4, C, carries -1.11; number 5, C, carries -0.02; number 6, N, carries -0.38; number 7, N, carries -0.27; number 8, O, carries -0.54; number 9, H, carries 0.32; number 10, H, carries 0.40; number 11, H, carries 0.38; number 12, H, carries 0.42; number 13, H, carries 0.40; number 14, H, carries 0.27; number 15, H, carries 0.38; number 16, H, carries 0.45; number 17, H, carries 0.23; number 18, H, carries 0.24; number 19, H, carries 0.30; number 20, H, carries 0.26; number 21, H, carries 0.36

=====

#B
A gas-phase ion, C5H13N2O (charge +1), computed with ωB97M-V/def2-TZVPD.

net charge = +1
SMILES = N/C=C/C[C@@H]([NH3+])CO
HOMO-LUMO gap = 8.7 eV

Structure (XYZ):
```
21
C5H13N2O, DFT ωB97M-V/def2-TZVPD
N 0.51 -1.71 2.99
C 0.69 -1.64 1.65
C 0.43 -0.53 0.92
C 0.92 -0.36 -0.49
C -0.10 0.35 -1.39
N -1.52 -0.15 -1.03
C -0.14 1.83 -1.49
O -0.45 2.38 -0.20
H 0.14 -0.87 3.40
H 0.54 -2.55 3.54
H 1.04 -2.55 1.16
H 0.17 0.38 1.45
H 1.83 0.25 -0.57
H 1.18 -1.32 -0.93
H 0.05 -0.09 -2.37
H -1.97 -0.48 -1.88
H -2.02 0.59 -0.54
H -1.38 -0.91 -0.34
H -0.93 2.19 -2.15
H 0.76 2.24 -1.84
H 0.26 2.94 0.12
```

Here is what Mulliken gives for the atomic charges, in e: number 1, N, carries -0.39; number 2, C, carries 0.06; number 3, C, carries -0.75; number 4, C, carries -0.59; number 5, C, carries 0.05; number 6, N, carries -0.23; number 7, C, carries -0.92; number 8, O, carries -0.53; number 9, H, carries 0.20; number 10, H, carries 0.22; number 11, H, carries 0.32; number 12, H, carries 0.28; number 13, H, carries 0.33; number 14, H, carries 0.36; number 15, H, carries 0.36; number 16, H, carries 0.37; number 17, H, carries 0.36; number 18, H, carries 0.34; number 19, H, carries 0.36; number 20, H, carries 0.46; number 21, H, carries 0.33

=====

#C
2 unconnected molecules or ions with the total composition C5H13N2O, computed with ωB97M-V/def2-TZVPD.

net charge = +1
HOMO-LUMO gap = 4.6 eV

Structure (XYZ):
```
21
C5H13N2O, DFT ωB97M-V/def2-TZVPD
N -4.42 0.73 1.44
C -1.01 -0.40 0.92
C 0.05 -1.19 0.44
N 1.40 -0.43 -0.53
C 1.34 -0.51 -1.97
C 1.58 0.95 -0.09
C 3.09 0.55 0.01
O 3.87 0.81 -0.88
H -5.02 -0.07 1.37
H -4.88 1.58 1.73
H -3.60 0.75 0.87
H -1.79 -0.04 0.25
H -1.09 -0.23 1.99
H 0.77 -1.63 1.15
H -0.21 -1.91 -0.36
H 0.64 0.17 -2.46
H 1.04 -1.54 -2.18
H 2.30 -0.36 -2.47
H 1.10 1.24 0.85
H 1.43 1.67 -0.87
H 3.40 -0.13 0.81
```

Here is what Mulliken gives for the atomic charges, in e: number 1, N, carries -0.52; number 2, C, carries -0.10; number 3, C, carries -0.58; number 4, N, carries 0.05; number 5, C, carries -0.94; number 6, C, carries -0.52; number 7, C, carries 0.07; number 8, O, carries -0.39; number 9, H, carries 0.20; number 10, H, carries 0.20; number 11, H, carries 0.16; number 12, H, carries 0.21; number 13, H, carries 0.39; number 14, H, carries 0.27; number 15, H, carries 0.31; number 16, H, carries 0.38; number 17, H, carries 0.38; number 18, H, carries 0.35; number 19, H, carries 0.40; number 20, H, carries 0.32; number 21, H, carries 0.34

=====

Energies relative to the minimum, kJ/mol: #A 257.0; #B 0.0; #C 563.4

=====

#A
2 unconnected molecules or ions with the total composition C5H13N2O, computed with ωB97M-V/def2-TZVPD.

net charge = +1
HOMO-LUMO gap = 9.0 eV

Structure (XYZ):
```
21
C5H13N2O, DFT ωB97M-V/def2-TZVPD
C 2.10 0.30 -1.76
C 2.36 0.07 -0.28
C 1.02 -1.07 1.44
N 1.42 -0.93 0.24
H 2.45 -0.55 -2.38
H 1.02 0.54 -2.00
H 2.68 1.16 -2.08
H 3.32 -0.46 -0.11
H 2.23 0.98 0.29
H 0.35 -1.88 1.70
H 1.30 -0.45 2.29
H 0.92 -1.50 -0.43
C -1.84 0.52 -0.74
C -2.12 0.34 0.75
N -3.45 0.58 1.24
O -1.27 -0.03 1.54
H -2.83 0.52 -1.26
H -1.24 -0.38 -1.16
H -1.17 1.40 -0.93
H -3.83 -0.29 1.56
H -3.43 1.12 2.09
```

Here is what Mulliken gives for the atomic charges, in e: number 1, C, carries -1.11; number 2, C, carries -0.32; number 3, C, carries -0.22; number 4, N, carries -0.01; number 5, H, carries 0.36; number 6, H, carries 0.26; number 7, H, carries 0.35; number 8, H, carries 0.29; number 9, H, carries 0.38; number 10, H, carries 0.29; number 11, H, carries 0.32; number 12, H, carries 0.35; number 13, C, carries -0.63; number 14, C, carries 0.52; number 15, N, carries -0.60; number 16, O, carries -0.56; number 17, H, carries 0.34; number 18, H, carries 0.12; number 19, H, carries 0.21; number 20, H, carries 0.31; number 21, H, carries 0.34

=====

#B
A gas-phase ion, C5H13N2O (charge +1), computed with ωB97M-V/def2-TZVPD.

net charge = +1
HOMO-LUMO gap (alpha / beta) = 7.2 / 7.2 eV

Structure (XYZ):
```
21
C5H13N2O, DFT ωB97M-V/def2-TZVPD
C -1.96 -0.64 0.03
C -0.90 -1.12 -0.95
C -1.74 0.84 0.18
C 0.96 0.24 0.56
C 3.12 0.64 -0.28
N -2.24 1.54 1.17
N 0.45 -1.09 -0.21
O 1.78 0.92 -0.24
H -2.93 -0.82 -0.43
H -1.88 -1.22 0.96
H -1.00 -2.15 -1.46
H -0.89 -0.48 -1.79
H -1.30 1.42 -0.67
H 1.27 -0.19 1.47
H 3.23 -0.25 -0.91
H 3.58 0.43 0.78
H 3.59 1.54 -0.72
H -2.79 1.12 1.90
H -1.98 2.48 1.24
H 0.44 -1.90 0.39
H 1.19 -1.31 -1.02
```

Here is what Mulliken gives for the atomic charges, in e: number 1, C, carries -0.45; number 2, C, carries -0.75; number 3, C, carries 0.02; number 4, C, carries -0.51; number 5, C, carries -0.60; number 6, N, carries -0.29; number 7, N, carries -0.26; number 8, O, carries -0.31; number 9, H, carries 0.38; number 10, H, carries 0.34; number 11, H, carries 0.37; number 12, H, carries 0.39; number 13, H, carries 0.29; number 14, H, carries 0.37; number 15, H, carries 0.26; number 16, H, carries 0.29; number 17, H, carries 0.21; number 18, H, carries 0.25; number 19, H, carries 0.26; number 20, H, carries 0.38; number 21, H, carries 0.38

=====

#C
A gas-phase ion, C5H13N2O (charge +1), computed with ωB97M-V/def2-TZVPD.

net charge = +1
SMILES = C[C@H]([NH3+])CNCC=O
HOMO-LUMO gap = 11.1 eV

Structure (XYZ):
```
21
C5H13N2O, DFT ωB97M-V/def2-TZVPD
C 0.53 2.31 -1.04
C 0.89 0.86 -0.78
N 0.13 -0.06 -1.66
C 0.54 0.46 0.70
N 0.47 -1.02 0.73
C -0.55 -1.56 1.62
C -1.89 -1.70 0.91
O -2.00 -1.50 -0.27
H -0.44 2.61 -0.66
H 0.64 2.50 -2.12
H 1.31 2.94 -0.60
H 1.95 0.64 -0.80
H 0.11 -0.95 -1.09
H 0.60 -0.20 -2.55
H -0.84 0.21 -1.70
H -0.45 0.83 0.94
H 1.38 0.79 1.29
H 1.34 -1.33 1.06
H -0.31 -2.59 1.91
H -0.66 -1.12 2.62
H -2.73 -2.11 1.49
```

Here is what Mulliken gives for the atomic charges, in e: number 1, C, carries -1.38; number 2, C, carries 0.03; number 3, N, carries -0.15; number 4, C, carries -0.89; number 5, N, carries -0.37; number 6, C, carries -0.70; number 7, C, carries 0.07; number 8, O, carries -0.50; number 9, H, carries 0.39; number 10, H, carries 0.41; number 11, H, carries 0.39; number 12, H, carries 0.36; number 13, H, carries 0.38; number 14, H, carries 0.37; number 15, H, carries 0.37; number 16, H, carries 0.44; number 17, H, carries 0.41; number 18, H, carries 0.20; number 19, H, carries 0.39; number 20, H, carries 0.38; number 21, H, carries 0.40

=====

Energies relative to the minimum, kJ/mol: #A 72.7; #B 363.1; #C 0.0

=====

#A
A gas-phase ion, C3H13N2Si (charge +1), computed with ωB97M-V/def2-TZVPD.

net charge = +1
SMILES = C[NH+](C)CN[SiH3]
HOMO-LUMO gap = 10.8 eV

Structure (XYZ):
```
19
C3H13N2Si, DFT ωB97M-V/def2-TZVPD
C -1.27 1.22 -0.18
N -0.79 -0.22 -0.18
C -2.02 -1.13 -0.23
C 0.12 -0.49 0.95
N 1.58 -0.52 0.21
Si 2.72 0.72 -0.41
H -1.86 1.20 0.67
H -0.42 1.90 -0.23
H -1.98 1.44 -1.03
H -0.09 -0.25 -0.93
H -2.04 -1.96 0.56
H -2.97 -0.60 -0.11
H -2.02 -1.67 -1.22
H 0.12 -1.59 1.33
H 0.19 0.20 1.81
H 2.00 -1.46 0.41
H 1.86 1.93 -0.11
H 3.88 0.95 0.47
H 2.99 0.34 -1.78
```

Here is what Mulliken gives for the atomic charges, in e: number 1, C, carries -1.05; number 2, N, carries 0.16; number 3, C, carries -0.76; number 4, C, carries -0.36; number 5, N, carries -0.38; number 6, Si, carries 0.23; number 7, H, carries 0.53; number 8, H, carries 0.25; number 9, H, carries 0.36; number 10, H, carries 0.38; number 11, H, carries 0.34; number 12, H, carries 0.32; number 13, H, carries 0.34; number 14, H, carries 0.34; number 15, H, carries 0.26; number 16, H, carries 0.26; number 17, H, carries -0.12; number 18, H, carries -0.05; number 19, H, carries -0.04

=====

#B
A gas-phase ion, C3H13N2Si (charge +1), computed with ωB97M-V/def2-TZVPD.

net charge = +1
SMILES = CN[C@@H]([SiH3])[NH2+]C
HOMO-LUMO gap = 10.1 eV

Structure (XYZ):
```
19
C3H13N2Si, DFT ωB97M-V/def2-TZVPD
C 0.88 1.29 -2.06
N 0.20 0.19 -1.48
C 0.51 0.16 0.23
Si -0.72 1.29 1.19
N 0.54 -1.32 0.53
C -0.66 -1.95 0.98
H 1.89 0.96 -1.86
H 0.56 1.39 -3.06
H 0.64 2.15 -1.39
H -0.82 0.11 -1.52
H 1.49 0.49 0.33
H -0.67 2.73 1.19
H -0.94 0.66 2.55
H -1.95 1.27 0.31
H 0.75 -1.70 -0.45
H 1.35 -1.52 1.17
H -0.89 -1.81 2.14
H -1.49 -1.47 0.52
H -0.67 -2.92 0.67
```

Here is what Mulliken gives for the atomic charges, in e: number 1, C, carries -0.73; number 2, N, carries -0.46; number 3, C, carries -0.75; number 4, Si, carries 0.56; number 5, N, carries -0.11; number 6, C, carries -0.96; number 7, H, carries 0.29; number 8, H, carries 0.33; number 9, H, carries 0.26; number 10, H, carries 0.28; number 11, H, carries 0.69; number 12, H, carries -0.11; number 13, H, carries -0.11; number 14, H, carries -0.08; number 15, H, carries 0.41; number 16, H, carries 0.41; number 17, H, carries 0.29; number 18, H, carries 0.38; number 19, H, carries 0.41

=====

Energies relative to the minimum, kJ/mol: #A 0.0; #B 112.7